Here is a 4-piece molecular cluster, C51H102BrClN6O9P2S overall from the OMol25 dataset. Energies are from ωB97M-V with the def2-TZVPD basis set.

LUMO level (alpha / beta): -2.76 / -2.76 eV
Highest occupied orbital energy (alpha / beta): -9.925 / -10.570 eV
2S+1: 4
Frontier orbital gap (alpha / beta): 7.163 / 7.806 eV
Relative energy (zero: lowest compared OMol25 entry of this formula, charge and spin): 0.0000 eV
DFT total energy: -7124.1920 Ha
Expectation value of S²: 3.76
Total charge: +1

XYZ file:
```
173
Properties=species:S:1:pos:R:3:forces:R:3
Br -0.906532 -0.249361 3.607867 0.1126 0.6417 -1.3235
Cl 3.440333 3.021251 -0.012478 -0.2394 2.3251 1.8211
S -1.690901 5.610150 4.847977 -0.5329 -3.2520 -1.8818
P 2.331404 0.797114 -0.283353 1.5730 -4.7714 -4.0626
P -0.981279 1.880030 -1.420677 -4.4796 -0.8638 -1.6829
O -4.599491 3.879373 0.455863 -0.9325 1.3588 -1.0600
O 5.367620 2.884842 3.731762 -0.6821 -0.9569 0.5079
O -6.585299 -7.159837 -4.207460 1.4892 -1.2892 -1.5613
O -2.921288 -4.701195 -1.130120 0.5863 1.8260 -1.3460
O 1.703039 0.153297 -1.776101 -0.0313 0.6059 1.7227
O 0.743099 2.341092 7.789593 -0.9349 -0.3894 -0.9779
O -3.839314 2.983758 1.176716 2.4536 -0.7186 0.5057
O 6.860336 -1.823324 0.585169 0.1409 -1.9327 0.9281
O -0.196473 8.400216 0.023154 -2.1268 0.7133 -0.3716
N 1.031251 1.642855 0.743372 -0.0360 0.7654 0.8861
N -2.100644 3.027132 3.550376 2.1158 3.8154 1.0281
N -2.541727 1.475005 -1.701143 2.1132 -0.0296 1.3367
N 7.388776 -3.027747 0.896677 0.0876 3.7193 -1.9997
N -6.064500 -8.103319 -5.038960 -2.9159 1.5023 2.8310
N -1.347556 9.109483 0.072615 4.0399 -0.7306 1.1516
C -2.432493 3.252055 0.795623 -1.6325 2.0490 -0.5863
C 0.343914 1.860765 4.760943 1.3033 -1.8198 0.2838
C 1.154831 4.150739 -0.533522 -0.8929 2.2529 -1.4872
C -8.274427 -9.134727 -5.727634 0.0127 -0.1225 0.4150
C 1.305983 1.365076 2.242337 -0.1962 -3.4117 2.6555
C 9.820177 -2.332657 0.749391 -0.1184 0.0253 -0.4435
C 8.470898 -1.725853 2.774743 -0.5444 0.2882 -0.4295
C -0.918358 11.413930 1.876120 -0.0330 0.0142 -0.0158
C -1.522991 2.072103 1.250516 -0.4126 0.6265 2.6690
C -0.493849 2.598414 7.070690 -1.2517 -0.4441 -0.2309
C 4.012688 0.978934 2.688689 0.4216 -0.1637 0.7969
C -2.381821 11.179980 -0.879580 -0.3146 0.0117 0.2511
C 10.010055 -3.245119 -0.456221 0.0017 -0.0384 0.0104
C -7.543000 -6.961630 -6.742429 0.1252 0.2803 0.6638
C 6.244199 -3.706245 -1.271028 -0.0776 0.8239 0.4226
C -0.767173 -0.232934 0.107469 -1.8332 -0.9042 -0.7629
C -1.084278 10.003674 2.424700 0.3977 0.2116 -0.1737
C -0.923274 2.645684 2.671474 -0.4114 -1.2171 -1.5109
C 9.087672 -4.052574 2.422028 0.0212 -0.3483 -0.1624
C 7.598302 -5.330397 -0.040502 0.0347 -0.2618 0.3613
C 1.578153 3.058059 0.502063 0.8541 3.7665 0.1021
C -6.370627 -9.003804 -7.354496 0.2131 -0.3271 0.0334
C -0.735702 -3.865162 -0.454647 1.1936 0.3671 -0.5253
C -1.910866 4.192583 4.041710 -0.6747 -1.1894 0.7824
C -1.763756 7.634639 2.099249 0.6847 0.0715 -0.6140
C -5.300317 -4.109089 -1.296670 0.9553 0.1658 -0.4375
C -5.726521 -9.310040 -4.213814 1.4671 -1.3068 0.4284
C 0.008040 5.213917 -0.077432 -0.1996 0.0927 -0.3184
C -0.402379 1.329436 0.331236 -1.6881 0.3409 -0.9519
C 5.121108 1.465885 3.771624 -0.9366 -1.1687 0.2084
C 0.298119 -2.638045 -0.362959 0.3283 -0.3027 0.6378
C 2.667291 1.829660 2.874082 2.5391 1.8338 1.2458
C 8.708296 -3.371075 -1.234887 0.2421 0.3979 0.1558
C -7.892371 -10.431095 -5.025285 0.0114 -0.0396 -0.0231
C -3.375020 9.374829 1.501525 -0.3118 0.1262 -0.2847
C -7.047659 -8.304799 -6.152336 -0.2174 -0.0991 -2.1257
C -0.172972 -1.516442 0.738199 0.2715 -3.1671 0.3056
C -6.974112 -10.144989 -3.846723 -0.3997 0.1933 -0.1105
C -0.287985 11.372057 0.488824 0.0813 -0.2289 0.4286
C -1.851905 9.053146 1.479091 -1.7422 -0.4098 1.1345
C -0.280125 10.398277 -1.822893 0.2754 -0.6570 0.2636
C 3.002869 -0.848068 0.339781 0.8213 -1.1787 0.5590
C -4.685649 -10.186852 -4.969972 0.1900 -0.0031 -0.4225
C -3.967973 -4.491096 -2.107344 -1.3952 -1.4655 0.5150
C 0.006246 1.520612 3.220370 -0.1244 1.8501 2.0768
C -5.014582 -8.960429 -2.881549 -0.4864 0.8281 -0.0549
C 7.504977 -3.812037 -0.371815 -0.4722 -1.9221 -0.9357
C -0.734701 1.518873 5.876241 0.0287 1.6441 2.0156
C 8.656660 -2.780133 1.655740 1.1501 -0.5431 1.8180
C -1.064631 10.469116 -0.489665 -0.6925 1.5874 -1.4892
C -2.223262 -3.451305 -0.827743 0.1827 -1.3016 1.6201
H -0.775282 -0.523485 -1.014377 0.2961 1.0894 1.5985
H -3.615998 10.172573 2.207733 0.0422 -0.0199 -0.0784
H 6.083921 0.861982 3.626018 -1.2970 1.1404 -0.0522
H -0.198648 5.186971 1.037987 0.3022 -0.0805 -1.2783
H -4.231986 4.788419 0.580214 -0.1873 -0.7939 0.4266
H 4.763220 3.269129 4.396442 0.6360 -0.0637 -0.5154
H -2.564668 3.591817 -0.269133 0.7174 -1.1321 0.7413
H -2.964111 1.044297 -0.877418 -0.3457 0.1820 -0.4242
H 0.764815 2.907100 4.917126 -0.5475 -1.2630 -0.3946
H -2.262794 7.608500 3.069193 -0.0959 0.3211 -0.2360
H -0.226978 12.390543 0.091780 -0.1124 -0.2025 -0.2069
H -0.520316 3.669284 6.665683 0.4692 -1.5311 0.5941
H -2.247927 6.893617 1.454285 -0.0053 0.0619 -0.0207
H 4.715196 1.144068 4.798133 0.6031 0.5784 -1.2280
H 0.637899 -1.530049 1.513160 -0.7873 0.8145 -0.8205
H -0.785402 9.746585 -2.541970 0.0261 0.0199 0.1077
H -0.731344 7.314087 2.269015 -0.0739 0.1029 -0.1378
H -0.288503 -4.588586 -1.228717 -0.9747 1.0376 0.9448
H -0.364045 3.625247 2.549285 0.0305 -1.5057 -0.2677
H 5.339154 -3.958782 -0.710190 0.1023 -0.0043 0.0158
H -3.772796 9.657844 0.528359 0.1723 0.0861 0.0560
H -6.199702 -4.379746 -1.932079 0.9299 0.6362 0.9311
H 1.802182 0.819533 -2.485018 0.0117 -0.2746 0.5850
H 2.882257 -1.740965 -0.351624 -0.3922 1.3960 0.6127
H -3.683102 -3.758705 -2.925996 -0.2927 -0.6263 1.1182
H 2.021078 4.905461 -0.638006 -0.8923 -1.8128 0.5915
H 0.557907 -2.172725 -1.366160 -0.5690 -0.5176 1.1054
H 8.255889 -4.463867 3.001408 0.0291 0.0432 -0.0999
H 1.037200 3.837821 -1.634040 0.0070 0.0649 1.7676
H 4.517332 1.057694 1.684142 -0.8724 -0.2883 0.9633
H -5.674260 -8.444257 -2.178514 0.0342 0.0419 -0.2064
H -2.963165 11.515987 -0.020175 0.0074 -0.1090 -0.0416
H -2.308802 -2.688755 -1.668642 0.2317 -0.9592 0.9856
H 9.478922 -4.836707 1.773072 -0.1191 0.0329 0.0138
H -4.140511 -8.325508 -3.054190 -0.0845 -0.0449 -0.0538
H -0.379538 1.232805 -2.528367 1.0195 0.5708 0.6411
H -1.895818 -0.296219 0.333173 1.8168 0.3943 -0.2136
H -6.670098 -11.092660 -3.390212 0.2440 0.1865 -0.0311
H -5.010442 -11.226362 -5.057697 -0.0272 0.0764 -0.0304
H 10.751809 -2.298789 1.323725 -0.2427 -0.0395 0.1818
H -4.141657 -5.507281 -2.617029 0.3333 1.4600 0.7615
H -5.222146 -3.001503 -1.042183 -0.5746 -1.3345 -0.3625
H -3.012767 10.530567 -1.493428 0.0683 0.0074 0.0864
H 2.996448 2.923901 2.718917 -0.8878 -1.5469 -0.3278
H 4.146761 -0.681403 0.355764 -1.7117 0.0899 -0.0544
H -6.701311 -6.328054 -7.037727 -0.0393 -0.0733 0.0877
H 8.493812 -2.399778 -1.697205 -0.1553 -0.0302 0.1559
H -7.016186 -8.974892 -8.236691 -0.0781 0.1343 0.2226
H -2.203029 4.257952 1.324683 0.1087 -1.6405 -0.4525
H 9.367871 -1.655770 3.395539 -0.0079 -0.2585 -0.2105
H 8.462995 -5.801573 -0.513351 -0.0192 0.0612 0.0633
H -8.797472 -10.932899 -4.670056 0.0800 0.0040 -0.0317
H 8.851719 -4.071052 -2.064328 -0.2704 -0.0601 0.1545
H -0.085043 9.597225 2.624272 -0.0734 -0.1159 -0.1738
H 6.318544 -4.396807 -2.114459 0.2246 -0.0716 0.2303
H -3.972267 8.502383 1.784231 0.2359 0.0524 0.1251
H 0.746328 11.021688 0.584038 -0.0970 -0.1478 -0.0877
H -4.673116 -9.868740 -2.378846 -0.0852 -0.0817 -0.3263
H 2.752677 -1.181391 1.382285 0.1298 0.4005 -1.0386
H -0.641066 -4.423352 0.544588 -0.6475 0.8262 -1.3719
H -8.890151 -9.369595 -6.602273 0.2094 0.2032 -0.0685
H -3.714758 -10.193609 -4.465281 -0.2432 0.0074 0.1456
H 1.275917 -3.115100 0.014501 -1.4006 0.7482 -0.5518
H 2.709480 1.843378 4.025186 -1.3163 -0.3264 -1.6724
H -7.557521 -9.618232 -3.081796 0.1536 0.1502 -0.0798
H 0.826364 1.364202 7.822351 -0.0381 0.8812 0.1669
H 7.636710 -1.992502 3.431242 0.0358 -0.0164 -0.0984
H -8.155248 -7.130415 -7.632409 0.1620 -0.2781 0.1036
H -7.412109 -11.125179 -5.722059 0.0056 0.0483 -0.0149
H -5.310398 -4.686223 -0.308200 0.0016 0.6506 -1.5505
H -2.713158 -3.076792 0.145845 0.6181 0.0881 -1.5214
H 3.772055 -0.097864 3.008483 0.5394 1.3539 -0.8408
H 0.317676 6.298700 -0.299224 -0.2287 -1.7934 0.2821
H 7.645380 -5.539329 1.027074 0.1180 0.1419 -0.0668
H 9.890181 -3.828371 3.130066 -0.1173 0.2026 -0.1376
H -0.280465 11.994944 2.548683 -0.0786 -0.0390 -0.0341
H -1.586161 10.052360 3.396728 -0.1318 -0.2202 -0.1799
H 6.113370 -2.706165 -1.694261 0.0620 -0.0593 0.1827
H -2.265787 1.287305 1.654261 1.2063 0.9927 -0.9073
H -1.883586 11.928888 1.850704 0.0184 -0.0270 -0.0401
H 10.786574 -2.832092 -1.106792 -0.0510 -0.0625 0.0432
H 0.742081 10.036079 -1.690714 -0.1821 -0.1069 0.0900
H -4.456303 -9.822267 -5.970055 -0.1912 -0.0071 0.0439
H -0.585949 0.507234 6.401732 -0.0682 1.3091 -1.2052
H 8.291277 -0.722205 2.381311 -0.1057 -0.1793 -0.0883
H -0.973738 5.078705 -0.625724 1.1180 0.0109 0.7388
H -0.198012 11.388537 -2.278409 -0.2163 -0.0223 0.2636
H 1.143084 1.071474 5.035338 -0.7413 1.6518 -0.4827
H -1.399145 2.524853 7.774276 1.3105 0.0112 -0.7879
H 10.365489 -4.232527 -0.146011 -0.0282 0.0293 0.0341
H -8.166735 -6.399751 -6.043382 0.2209 -0.0892 0.0634
H -1.006515 -2.115197 1.271717 1.1314 1.4376 -0.6191
H 6.710685 -5.876057 -0.374559 0.1099 0.2107 -0.1473
H -8.912128 -8.546906 -5.057334 0.1776 0.0970 -0.0039
H -5.436352 -8.503432 -7.625494 -0.0626 -0.0335 0.0920
H -6.160014 -10.059426 -7.178900 0.0666 0.0910 0.0465
H -1.036206 3.267536 -1.684382 1.1632 -0.1966 0.3774
H 9.647352 -1.310816 0.392107 -0.1754 -0.0606 0.0696
H 1.394284 0.220222 2.337390 -0.0288 1.6298 -0.7075
H -1.826618 1.596316 5.627106 1.2119 -0.0585 -0.1884
H 1.469121 3.689417 1.459049 0.6663 -1.6287 -1.1285
H -2.180219 12.078820 -1.468467 0.2069 -0.1711 0.0703
```
Forces are in eV/Å.